(1)
DFT (ωB97M-V/def2-TZVPD) results for 18 unconnected molecules or ions with the total composition C36H108O36.

Spin multiplicity: 1
LUMO energy (eV): -0.27
Electronic energy (Ha): -4144.474332
Energy relative to the best compared isomer or geometry (same formula, charge and spin) (eV): 8.7935

Structure (XYZ):
```
180
Properties=species:S:1:pos:R:3:mulliken_charge:R:1
C -5.61260 -5.46872 -0.62454 -0.06
C -6.24523 -6.80147 -0.37375 -0.46
O -6.46095 -7.51872 -1.60993 -0.53
O -4.48019 -5.35049 -1.45663 -0.61
H -5.37594 -4.94021 0.29891 0.15
H -6.43952 -4.88871 -1.03430 0.30
H -7.13042 -6.74310 0.25960 0.29
H -5.53588 -7.43233 0.16192 0.17
H -6.83900 -6.88820 -2.22728 0.33
H -4.26948 -4.41654 -1.38640 0.35
C -3.46374 3.83340 3.89388 -0.14
C -3.65965 2.49976 4.53433 -0.33
O -2.46793 1.80688 4.79922 -0.48
O -2.63443 4.57438 4.73347 -0.61
H -4.44618 4.30514 3.91318 0.42
H -3.17848 3.94421 2.84773 -0.10
H -4.18824 1.85014 3.83670 0.38
H -4.09236 2.64769 5.52376 0.28
H -2.69647 0.92872 5.11259 0.20
H -1.97764 3.89873 4.91712 0.38
C 1.01033 -2.15509 -4.34956 -0.36
C 0.11039 -3.35049 -4.28152 0.03
O 0.75920 -4.56351 -4.61241 -0.56
O 0.24045 -0.95629 -4.16789 -0.51
H 1.34381 -2.29841 -5.37735 0.34
H 1.92278 -2.23761 -3.75903 0.20
H -0.71852 -3.18686 -4.97017 0.17
H -0.23054 -3.33974 -3.24627 0.09
H 0.30052 -5.27204 -4.15502 0.34
H 0.28820 -0.72938 -3.23631 0.23
C -0.00022 0.70205 -0.48490 -0.57
C 1.34626 -0.05830 -0.23212 0.94
O 2.47135 0.33803 -1.08583 -0.32
O -0.74684 0.03750 -1.54150 -0.30
H 0.09707 1.77164 -0.67098 0.31
H -0.52845 0.66603 0.46788 0.20
H 1.07574 -1.11361 -0.19706 0.33
H 1.57151 0.21594 0.79849 -0.69
H 3.23987 0.09583 -0.56399 0.09
H -1.26507 -0.68095 -1.17154 0.07
C -0.77038 -2.08900 3.52818 -0.48
C -1.66678 -3.29593 3.18357 -0.42
O -1.98309 -3.51352 1.88624 -0.12
O 0.56850 -2.17811 3.18880 -0.28
H -0.92071 -1.71909 4.54241 0.31
H -1.08826 -1.14614 3.08315 0.09
H -2.59561 -2.98849 3.66406 0.33
H -1.45445 -4.24615 3.67357 0.26
H -2.78099 -4.04733 1.88633 0.12
H 0.91789 -2.56475 3.99505 0.25
C -8.37888 -0.90528 0.08689 -0.09
C -7.14828 -1.69901 -0.36238 -0.03
O -6.26803 -1.78534 0.72916 -0.59
O -9.01728 -0.25670 -1.04806 -0.55
H -8.09344 -0.15558 0.82484 0.12
H -9.13876 -1.48298 0.61316 0.27
H -6.64922 -1.48418 -1.30730 -0.25
H -7.44026 -2.73403 -0.54012 0.39
H -5.53620 -1.17101 0.63630 0.40
H -8.68433 -0.71771 -1.82151 0.33
C 6.33281 -3.51619 0.54557 0.03
C 5.13735 -3.53293 -0.30441 -0.11
O 5.16108 -4.40055 -1.43920 -0.57
O 6.53733 -4.82026 1.10576 -0.56
H 6.25243 -2.81825 1.37895 0.16
H 7.25703 -3.18373 0.07293 0.07
H 4.78525 -2.53427 -0.56288 0.09
H 4.29501 -4.07594 0.12420 0.30
H 5.83909 -4.03481 -2.01202 0.31
H 7.06957 -4.66380 1.88924 0.31
C -4.25752 -1.61233 -3.37309 -0.91
C -3.20237 -2.55623 -2.71677 0.00
O -3.38998 -2.68391 -1.31383 0.12
O -4.57786 -0.39803 -2.72126 -0.56
H -5.25816 -2.03033 -3.26305 0.39
H -3.95432 -1.50684 -4.41474 0.39
H -2.30354 -1.96621 -2.89588 -0.20
H -3.21080 -3.54915 -3.16639 0.61
H -3.63616 -1.81357 -0.99211 -0.09
H -5.25197 0.09322 -3.19649 0.22
C 9.56505 0.11298 -2.43513 -0.44
C 8.86914 -0.30792 -1.02743 -0.57
O 7.43240 -0.33465 -1.10422 -0.18
O 8.84082 -0.64241 -3.40700 -0.57
H 10.60661 -0.12474 -2.65134 0.31
H 9.27885 1.15006 -2.61020 0.24
H 9.26323 0.31480 -0.22431 0.40
H 9.32957 -1.29590 -1.02993 0.25
H 7.01887 0.53169 -1.09710 0.17
H 7.92668 -0.69447 -3.11849 0.30
C -2.14111 -7.03409 0.73882 -0.34
C -2.82843 -6.84921 2.14334 -0.55
O -3.60157 -5.57792 2.17643 -0.64
O -1.11495 -6.03477 0.72541 -0.50
H -2.82615 -7.07217 -0.10816 0.16
H -1.73843 -8.04432 0.66552 0.39
H -2.02475 -6.83394 2.87952 0.26
H -3.38892 -7.74775 2.40137 0.54
H -4.45838 -5.93292 2.42434 0.29
H -1.37931 -5.11484 0.65163 0.28
C 0.22069 3.71719 2.04494 0.48
C 1.42442 4.34767 2.63829 -0.36
O 2.28907 3.36418 2.88656 -0.42
O -0.72911 4.56281 1.30572 -0.42
H -0.48088 3.26925 2.74868 0.10
H 0.50712 2.88714 1.39914 -0.38
H 1.20691 4.69111 3.64965 0.21
H 1.71099 5.31884 2.23479 0.33
H 1.93478 2.59774 3.34334 -0.06
H -1.12301 5.11057 1.98865 0.30
C 2.32181 1.28564 6.01178 -0.31
C 0.73540 1.05236 5.79397 -0.37
O 0.33565 1.76069 4.63127 0.23
O 2.72538 2.57348 6.35792 -0.64
H 2.97224 1.20031 5.14129 0.04
H 2.69486 0.56706 6.74156 0.43
H 0.16200 1.26536 6.69616 0.33
H 0.53054 -0.01541 5.71662 0.18
H -0.56927 1.54869 4.39087 -0.02
H 2.28296 3.30184 5.91591 0.34
C 6.62592 -1.95251 -5.34353 -0.52
C 5.49543 -0.99850 -4.77925 -0.16
O 6.02967 -0.06595 -3.81979 -0.40
O 7.15112 -2.83538 -4.37517 -0.53
H 7.30945 -1.17902 -5.69368 0.26
H 6.27798 -2.65081 -6.10472 0.42
H 4.72757 -1.62422 -4.32431 0.07
H 4.95298 -0.41574 -5.52373 0.34
H 5.43582 -0.03731 -3.06605 0.21
H 7.89894 -2.36897 -3.99461 0.44
C -3.23753 4.65064 -1.41207 0.95
C -3.58056 4.77749 -2.84338 -0.64
O -4.90464 4.22855 -2.91977 -0.57
O -4.18274 5.22480 -0.64227 -0.62
H -2.30544 5.19787 -1.27116 0.13
H -3.13329 3.61378 -1.09246 -0.61
H -2.76714 4.27621 -3.36793 0.42
H -3.68227 5.84517 -3.03785 0.32
H -5.49624 4.77338 -2.39560 0.32
H -4.64842 4.43291 -0.36362 0.37
C 4.95423 -0.11299 1.96000 -0.37
C 3.67143 -0.86789 2.17284 0.30
O 2.79024 -0.10180 2.89257 0.18
O 4.48102 0.94213 1.16784 -0.40
H 5.67577 -0.75553 1.45539 -0.15
H 5.38925 0.25974 2.88732 0.39
H 3.99047 -1.82408 2.58761 0.41
H 3.30435 -1.09355 1.17163 -0.22
H 2.03815 -0.58398 2.54122 -0.32
H 4.30802 1.62001 1.82523 0.21
C -5.65696 1.98440 0.54117 -0.56
C -4.25376 1.28326 0.35576 0.24
O -4.26613 -0.07664 -0.06494 0.04
O -5.49485 3.32675 0.95172 -0.53
H -6.26694 1.46471 1.28005 0.17
H -6.17223 2.04583 -0.41738 0.46
H -3.67531 1.31528 1.27905 -0.08
H -3.57988 1.92659 -0.21004 -0.16
H -4.46112 -0.16466 -1.00080 0.12
H -6.36566 3.71410 0.83661 0.28
C 3.80995 3.22020 -3.09661 -0.26
C 3.15475 4.02058 -1.89807 0.09
O 2.01665 4.87818 -2.34292 -0.58
O 4.13966 4.12501 -4.03905 -0.60
H 3.10686 2.51319 -3.53695 0.20
H 4.75297 2.72954 -2.85564 0.13
H 4.01497 4.64275 -1.65105 0.29
H 2.87840 3.34408 -1.08932 0.22
H 1.64141 5.30446 -1.56893 0.11
H 3.49039 4.82461 -4.14206 0.34
C 0.89838 7.73741 0.12181 0.31
C 2.26983 7.92289 -0.43908 -0.48
O 3.36001 7.45930 0.30573 -0.55
O -0.00681 8.56747 -0.46081 -0.57
H 0.82465 7.74346 1.20929 0.32
H 0.64198 6.69378 -0.06041 -0.36
H 2.50567 8.98433 -0.51543 0.37
H 2.39486 7.57122 -1.46319 0.39
H 4.16208 7.61823 -0.19728 0.31
H -0.80419 8.08961 -0.22117 0.35
```

(2)
DFT (ωB97M-V/def2-TZVPD) results for a molecular structure, C36H15AuClF15GeN4S.

Spin multiplicity: 1
LUMO energy (spin up / spin down) (eV): -2.61 / -2.36
Electronic energy (Ha): -6168.726489

Structure (XYZ):
```
74
Properties=species:S:1:pos:R:3:mulliken_charge:R:1
Au -2.67273 -0.54334 -0.40107 0.94
C -1.91693 4.34246 -3.00237 -0.56
C -1.20303 4.20976 -1.81907 -1.09
C -1.56473 3.25316 -0.89437 0.24
C -2.64043 2.39676 -1.15727 -0.70
C -3.33823 2.51546 -2.36257 -0.02
C -2.98343 3.49526 -3.27067 -0.67
N -3.01443 1.42416 -0.23777 -0.09
C -3.20883 1.78726 1.06733 0.85
C -3.44593 3.10066 1.48153 -0.48
C -3.64483 3.37746 2.82133 -0.70
C -3.61433 2.36366 3.77383 -0.68
C -3.41683 1.04866 3.39263 -0.65
C -3.24813 0.75016 2.04253 0.66
N -3.09533 -0.48914 1.51533 0.66
N -3.06853 -1.61384 2.17273 -1.42
C -2.81573 -2.67274 1.41943 0.42
C -2.73463 -3.96354 1.98163 -0.50
C -2.52933 -5.04924 1.17433 -0.42
C -2.44113 -4.86314 -0.21257 -0.71
C -2.52223 -3.58884 -0.71927 -0.07
N -2.67273 -2.51134 0.04943 -0.09
H -1.63063 5.09846 -3.71727 0.41
H -0.36713 4.86196 -1.60897 0.49
H -1.00613 3.13056 0.02213 0.63
H -4.17813 1.85826 -2.54117 0.53
H -3.55093 3.60806 -4.18407 0.41
H -3.50743 3.88956 0.74793 0.50
H -3.83113 4.39466 3.12823 0.42
H -3.76813 2.60056 4.81493 0.40
H -3.39513 0.24286 4.10923 0.51
H -2.84743 -4.04384 3.05033 0.48
H -2.45143 -6.04244 1.59013 0.43
H -2.30483 -5.69684 -0.87917 0.48
H -2.47603 -3.40564 -1.78237 0.32
F 1.38387 -1.62004 2.63843 -0.17
C 2.35897 -0.71334 2.83093 0.31
C 2.77947 0.00926 1.72903 -0.43
C 3.83317 0.88136 1.90713 0.52
F 4.29517 1.56126 0.85373 -0.30
C 4.43807 1.05506 3.14753 0.11
F 5.46627 1.89396 3.28783 -0.30
C 3.96097 0.35156 4.24843 0.70
F 4.51467 0.52666 5.44833 -0.31
C 2.91107 -0.54954 4.09173 -0.30
F 2.45067 -1.24054 5.13833 -0.30
Ge 1.65997 -0.25664 0.08053 -0.61
S -0.27543 0.39816 0.75453 -0.20
C 2.26107 -2.11144 -0.36367 0.52
C 3.59977 -2.27064 -0.66947 0.88
F 4.39787 -1.19404 -0.58297 -0.40
C 4.12447 -3.48914 -1.07367 0.19
F 5.41377 -3.60654 -1.39627 -0.31
C 3.28317 -4.59804 -1.14347 0.42
F 3.76237 -5.77734 -1.54007 -0.31
C 1.94327 -4.46884 -0.79277 -0.12
F 1.13407 -5.53324 -0.83657 -0.30
C 1.45387 -3.22544 -0.40907 -0.54
F 0.16917 -3.09514 -0.06397 0.37
C 2.37657 0.86836 -1.40537 0.69
C 2.44127 2.23566 -1.21877 -0.10
F 1.97397 2.72596 -0.06527 -0.49
C 2.96437 3.09816 -2.17157 0.25
F 2.99787 4.41636 -1.96177 -0.35
C 3.44647 2.56936 -3.36457 0.52
F 3.95907 3.37016 -4.29807 -0.30
C 3.37387 1.19776 -3.58757 0.23
F 3.81737 0.67716 -4.73457 -0.30
C 2.82547 0.37326 -2.61217 0.46
F 2.73467 -0.93964 -2.86687 -0.33
Cl -0.31603 -0.96194 -2.39637 0.10
C -2.07523 -0.64694 -2.34597 -1.31
H -2.52133 -1.45654 -2.92107 0.58
H -2.21133 0.27976 -2.89957 0.35
```